DFT (the ωB97M-V functional and the def2-TZVPD basis) results for a molecular structure, C39H46IN2O7RuSTe.

```
98
C39H46IN2O7RuSTe, DFT the ωB97M-V functional and the def2-TZVPD basis
Ru -0.140 0.203 0.837
O -1.164 -1.057 2.209
C -1.941 -0.675 3.336
C -1.057 -0.482 4.570
N 0.087 0.296 4.195
C 1.412 -0.174 4.510
C 1.946 -1.167 3.469
O 3.194 -1.100 3.219
O 1.181 -2.018 2.986
C -0.115 1.724 4.144
C 0.790 2.329 3.064
O 1.796 2.952 3.407
O 0.399 2.136 1.858
H -0.344 -1.544 2.516
H -2.459 0.244 3.061
H -2.692 -1.451 3.517
H -1.642 -0.021 5.384
H -0.718 -1.459 4.925
H 2.091 0.676 4.574
H 1.455 -0.693 5.481
H -1.144 1.896 3.819
H 0.044 2.221 5.113
I -0.980 -1.623 -0.942
C -7.207 2.901 -2.793
C -5.941 2.857 -1.981
C -5.179 1.693 -1.909
C -4.026 1.633 -1.142
C -3.629 2.762 -0.439
C -4.375 3.927 -0.484
C -5.523 3.972 -1.261
S -2.135 2.685 0.552
C -0.999 3.127 -0.755
O -2.024 1.196 0.795
H -7.244 2.077 -3.505
H -7.289 3.835 -3.350
H -8.088 2.823 -2.152
H -5.491 0.816 -2.465
H -3.431 0.728 -1.072
H -4.066 4.798 0.083
H -6.107 4.885 -1.301
H -1.131 2.442 -1.591
H 0.002 3.038 -0.345
H -1.219 4.158 -1.037
C 9.092 -3.228 2.678
C 7.869 -2.410 2.365
C 6.699 -3.006 1.926
C 5.554 -2.273 1.616
C 4.373 -3.024 1.070
C 5.599 -0.887 1.756
Te 3.956 0.490 1.547
N 2.215 0.180 0.661
C 2.017 0.333 -0.662
O 1.003 0.980 -1.015
C 2.791 -0.398 -1.705
C 3.200 0.251 -2.866
C 3.821 -0.464 -3.874
C 3.993 -1.839 -3.745
C 3.541 -2.491 -2.609
C 2.941 -1.771 -1.583
C 4.808 1.454 -0.204
C 5.728 0.898 -1.097
C 6.199 -0.532 -1.067
C 6.235 1.693 -2.128
C 5.834 3.001 -2.319
C 6.374 3.828 -3.453
C 4.895 3.528 -1.440
C 4.381 2.787 -0.383
C 3.377 3.440 0.521
C 6.763 -0.253 2.221
C 6.870 1.236 2.457
C 7.880 -1.030 2.510
H 8.867 -4.294 2.656
H 9.489 -2.987 3.666
H 9.887 -3.041 1.953
H 6.661 -4.085 1.813
H 4.303 -4.003 1.547
H 4.507 -3.189 -0.002
H 3.434 -2.505 1.246
H 3.037 1.319 -2.955
H 4.164 0.045 -4.767
H 4.465 -2.403 -4.541
H 3.641 -3.567 -2.524
H 2.540 -2.265 -0.708
H 5.438 -1.211 -0.688
H 7.090 -0.654 -0.447
H 6.438 -0.851 -2.082
H 6.939 1.246 -2.824
H 7.098 3.266 -4.042
H 6.867 4.730 -3.084
H 5.572 4.149 -4.121
H 4.552 4.549 -1.574
H 3.196 4.468 0.204
H 3.693 3.470 1.565
H 2.419 2.916 0.536
H 6.183 1.575 3.236
H 6.664 1.820 1.558
H 7.881 1.483 2.783
H 8.776 -0.535 2.870
```

Values from the calculation:
* net charge: -1
* HOMO-LUMO gap: 6.324 eV
* F_max: 1.87 eV/A
* E_LUMO: 2.259 eV
* E_tot: -87314.9467 eV
* energy relative to the best compared isomer or geometry (same formula, charge and spin): 0.000 eV
* E_HOMO: -0.1494 Ha
* multiplicity: 1

---

DFT (the ωB97M-V functional and the def2-TZVPD basis) results for a molecular structure, C39H46N9O6P2S2Sc.

```
105
C39H46N9O6P2S2Sc, DFT the ωB97M-V functional and the def2-TZVPD basis
Sc -0.930 0.269 -0.058
O -4.929 6.349 -1.611
C -4.558 5.679 -2.591
O -4.867 5.732 -3.788
C -3.678 4.514 -2.193
C -2.302 4.557 -2.393
C -1.501 3.536 -1.922
N -1.967 2.456 -1.291
C -3.299 2.396 -1.142
C -4.173 3.378 -1.553
C -3.791 1.170 -0.435
O -4.910 1.060 0.011
O -2.868 0.235 -0.337
H -1.858 5.402 -2.903
H -0.427 3.608 -2.035
H -5.229 3.263 -1.350
C -3.632 -1.116 2.400
P -2.236 0.052 2.482
C -1.283 -0.616 3.896
C -3.030 1.530 3.229
C -2.023 2.667 3.414
P -1.256 3.188 1.812
C 0.177 4.133 2.477
C -2.357 4.572 1.341
H -4.122 -1.200 3.372
H -3.263 -2.095 2.095
H -4.344 -0.761 1.655
H -1.933 -0.807 4.752
H -0.498 0.081 4.190
H -0.800 -1.545 3.591
H -3.482 1.241 4.182
H -3.843 1.836 2.563
H -1.220 2.349 4.085
H -2.495 3.542 3.870
H -0.138 4.819 3.265
H 0.642 4.718 1.681
H 0.921 3.447 2.888
H -2.445 5.298 2.151
H -3.351 4.200 1.092
H -1.979 5.075 0.451
C -2.495 -3.790 -4.000
C -1.393 -3.205 -4.617
C -0.827 -2.060 -4.088
C -1.373 -1.508 -2.934
C -2.467 -2.084 -2.306
C -3.029 -3.231 -2.850
N -0.775 -0.343 -2.326
N -0.001 0.266 -3.081
C 0.730 1.339 -2.489
C 1.510 2.070 -3.363
C 2.298 3.084 -2.844
C 2.261 3.315 -1.481
C 1.436 2.530 -0.687
N 0.684 1.551 -1.176
H -2.936 -4.685 -4.420
H -0.974 -3.644 -5.513
H 0.037 -1.600 -4.546
H -2.879 -1.632 -1.416
H -3.886 -3.683 -2.370
H 1.488 1.824 -4.414
H 2.920 3.684 -3.494
H 2.851 4.098 -1.026
H 1.363 2.696 0.378
N 0.011 -7.851 -1.415
C 0.169 -6.561 -0.966
C 0.371 -6.303 0.395
C 0.490 -5.008 0.853
C 0.401 -3.947 -0.044
C 0.203 -4.191 -1.399
C 0.093 -5.485 -1.857
S 0.485 -2.312 0.558
O 1.142 -2.388 1.842
O -0.912 -1.785 0.599
N 1.112 -1.324 -0.473
C 2.390 -1.449 -0.954
S 3.309 -2.936 -0.962
C 4.610 -2.104 -1.715
C 4.265 -0.816 -1.924
N 3.015 -0.439 -1.493
H 0.321 -8.598 -0.818
H 0.129 -8.022 -2.399
H 0.435 -7.129 1.092
H 0.661 -4.808 1.901
H 0.146 -3.367 -2.098
H -0.058 -5.671 -2.913
H 5.528 -2.607 -1.968
H 4.896 -0.078 -2.397
N 0.642 0.737 1.629
C 1.668 0.642 2.155
N 2.824 0.595 2.763
C 3.294 -0.644 3.404
C 4.321 -1.335 2.520
C 5.438 -0.379 2.100
C 4.864 0.870 1.432
C 3.872 1.548 2.362
H 2.432 -1.281 3.587
H 3.731 -0.352 4.363
H 3.811 -1.719 1.634
H 4.726 -2.195 3.056
H 6.123 -0.887 1.421
H 6.019 -0.082 2.981
H 4.345 0.590 0.512
H 5.654 1.575 1.168
H 3.396 2.418 1.908
H 4.364 1.878 3.282
```

Values from the calculation:
* net charge: 0
* HOMO-LUMO gap: 5.312 eV
* F_max: 1.42 eV/A
* E_LUMO: -1.641 eV
* E_tot: -127838.9660 eV
* energy relative to the best compared isomer or geometry (same formula, charge and spin): 0.000 eV
* E_HOMO: -0.2555 Ha
* multiplicity: 1

---

DFT (the ωB97M-V functional and the def2-TZVPD basis) results for a molecular structure, C39H46OP2Ru.

```
89
C39H46OP2Ru, DFT the ωB97M-V functional and the def2-TZVPD basis
Ru -0.296 -0.291 1.242
C -2.583 0.287 3.603
C -2.633 0.151 2.243
C -2.990 1.378 1.445
C -1.931 1.938 0.543
C -0.562 1.838 1.172
C -0.295 2.026 2.567
C -1.273 2.540 3.489
C -2.269 1.570 4.249
C 1.630 -0.016 1.154
H -2.912 -0.523 4.251
H -2.880 -0.810 1.774
H -3.204 2.153 2.180
H -3.932 1.255 0.887
H -1.929 1.396 -0.409
H -2.154 3.007 0.416
H 0.257 2.239 0.540
H 0.754 2.156 2.851
H -1.884 3.281 2.967
H -0.755 3.019 4.345
H -1.779 1.299 5.185
H -3.222 2.136 4.451
H 2.130 -0.870 1.653
H 2.001 0.945 1.522
H 1.661 -0.072 0.052
P -0.562 -1.504 -2.213
P 0.896 0.713 -2.136
C -1.590 -0.064 -2.559
C -0.827 1.074 -2.549
C -0.539 -2.446 -3.786
C -1.503 -2.217 -4.796
C -1.764 -3.234 -5.735
C -0.962 -4.391 -5.783
C 0.176 -4.465 -4.954
C 0.404 -3.502 -3.963
C -1.320 -2.538 -0.960
C -0.602 -2.522 0.262
C -1.117 -3.302 1.318
C -2.187 -4.179 1.133
C -2.913 -4.134 -0.067
C -2.533 -3.239 -1.077
C 1.799 0.837 -3.765
C 1.685 -0.191 -4.727
C 2.228 -0.079 -6.013
C 3.011 1.026 -6.358
C 3.237 2.011 -5.385
C 2.631 1.907 -4.118
C 1.484 2.322 -1.393
C 2.785 2.385 -0.866
C 3.302 3.584 -0.381
C 2.465 4.712 -0.343
C 1.157 4.651 -0.804
C 0.665 3.461 -1.336
H -2.648 -0.145 -2.831
H -1.168 2.056 -2.864
H -2.089 -1.290 -4.833
H -2.603 -3.113 -6.429
H -1.225 -5.227 -6.451
H 0.882 -5.298 -5.072
H 1.285 -3.544 -3.309
H 0.437 -2.110 0.331
H -0.735 -3.159 2.327
H -2.473 -4.847 1.966
H -3.783 -4.797 -0.167
H -3.173 -3.135 -1.952
H 1.148 -1.100 -4.480
H 2.020 -0.864 -6.753
H 3.429 1.127 -7.371
H 3.861 2.880 -5.607
H 2.811 2.700 -3.382
H 3.415 1.497 -0.882
H 4.340 3.639 -0.051
H 2.871 5.654 0.023
H 0.510 5.532 -0.785
H -0.364 3.429 -1.662
C 2.217 -1.163 4.971
C 0.827 -0.586 5.234
C -0.001 -1.444 6.211
C 1.058 0.734 6.005
O 0.223 -0.503 4.068
H 2.841 -1.237 5.844
H 2.724 -0.491 4.270
H 2.148 -2.156 4.530
H 0.310 -1.228 7.232
H -1.053 -1.152 6.100
H 0.122 -2.505 6.021
H 1.687 1.455 5.493
H 0.124 1.202 6.302
H 1.568 0.476 6.937
```

Values from the calculation:
* net charge: +2
* HOMO-LUMO gap (spin up / spin down): 7.340 / 5.620 eV
* F_max: 3.64 eV/A
* E_LUMO (spin up / spin down): -5.826 / -7.598 eV
* E_tot: -64372.8800 eV
* ⟨S²⟩: 6.045
* energy relative to the best compared isomer or geometry (same formula, charge and spin): 2.877 eV
* E_HOMO (spin up / spin down): -0.4839 / -0.4858 Ha
* multiplicity: 5

---

DFT (the ωB97M-V functional and the def2-TZVPD basis) results for 6 unconnected molecules or ions with the total composition C39H47BCl2NO2.

```
92
C39H47BCl2NO2, DFT the ωB97M-V functional and the def2-TZVPD basis
C 8.658 -2.875 -0.724
C 7.152 -2.224 -1.047
C 6.916 -1.873 -2.625
Cl 7.707 -3.301 -3.581
B 5.356 -1.828 -3.129
Cl 5.450 -2.146 -5.001
C 4.445 -3.123 -2.571
C 3.210 -2.683 -1.591
O 2.078 -2.012 -2.313
C 0.799 -2.291 -1.641
O -0.299 -1.648 -2.108
N 4.652 -0.498 -3.007
C 5.225 0.353 -2.106
C 4.838 0.365 -0.478
C 6.333 1.530 -2.538
H 8.617 -4.038 -0.539
H 9.475 -2.538 -1.494
H 8.989 -2.403 0.322
H 7.152 -1.188 -0.453
H 6.347 -2.910 -0.549
H 7.565 -0.940 -2.901
H 3.950 -3.707 -3.487
H 5.123 -3.938 -2.030
H 3.537 -2.094 -0.621
H 2.732 -3.700 -1.186
H 0.621 -3.041 -0.761
H 5.086 -0.676 0.028
H 3.646 0.436 -0.461
H 5.276 1.289 0.089
H 7.088 1.157 -3.362
H 6.851 1.992 -1.590
H 5.686 2.384 -3.032
C -1.518 2.827 0.713
C -1.888 3.269 -0.557
C -1.766 2.419 -1.656
C -1.282 1.122 -1.483
C -0.914 0.679 -0.213
C -1.028 1.532 0.884
H -1.610 3.491 1.568
H -2.272 4.278 -0.690
H -2.049 2.767 -2.646
H -1.191 0.458 -2.339
H -0.538 -0.332 -0.079
H -0.736 1.188 1.873
C -5.158 2.913 4.235
C -5.200 3.312 5.571
C -4.016 3.478 6.288
C -2.787 3.255 5.666
C -2.745 2.859 4.329
C -3.929 2.684 3.615
H -6.081 2.780 3.678
H -6.157 3.493 6.054
H -4.049 3.783 7.330
H -1.864 3.389 6.223
H -1.787 2.687 3.844
H -3.896 2.370 2.575
C 3.520 -5.336 -7.463
C 3.210 -6.530 -8.113
C 3.835 -7.716 -7.731
C 4.765 -7.710 -6.690
C 5.072 -6.516 -6.038
C 4.454 -5.328 -6.427
H 3.035 -4.411 -7.764
H 2.480 -6.536 -8.919
H 3.598 -8.645 -8.242
H 5.249 -8.635 -6.389
H 5.796 -6.512 -5.226
H 4.698 -4.398 -5.922
C -9.048 6.232 5.432
C -7.674 6.046 5.281
C -6.783 6.707 6.127
C -7.267 7.546 7.131
C -8.641 7.728 7.285
C -9.532 7.075 6.433
H -9.741 5.720 4.771
H -7.297 5.387 4.503
H -5.712 6.567 6.005
H -6.573 8.056 7.794
H -9.018 8.381 8.068
H -10.602 7.222 6.549
C -4.987 -0.033 1.049
C -3.977 -0.537 0.230
C -3.789 -1.914 0.121
C -4.617 -2.789 0.825
C -5.629 -2.285 1.642
C -5.812 -0.907 1.757
H -5.132 1.041 1.136
H -3.336 0.145 -0.324
H -2.997 -2.306 -0.512
H -4.473 -3.862 0.737
H -6.276 -2.966 2.189
H -6.597 -0.514 2.397
```

Values from the calculation:
* net charge: -1
* HOMO-LUMO gap: 6.124 eV
* F_max: 8.39 eV/A
* E_LUMO: 1.909 eV
* E_tot: -72508.4716 eV
* E_HOMO: -0.1549 Ha
* multiplicity: 1

---

DFT (the ωB97M-V functional and the def2-TZVPD basis) results for a molecular structure, C39H48BrClN2O6P2Y.

```
100
C39H48BrClN2O6P2Y, DFT the ωB97M-V functional and the def2-TZVPD basis
Y 0.370 -0.406 0.574
C -2.383 -3.813 2.399
C -2.248 -3.917 0.879
C -3.385 -3.188 0.174
P -0.599 -3.254 0.380
C 0.565 -4.521 1.080
C 0.096 -5.969 0.987
C 1.927 -4.373 0.419
C -0.498 -3.491 -1.420
C -1.127 -4.543 -2.081
C -1.013 -4.750 -3.449
C -1.699 -5.906 -4.132
C -0.192 -3.865 -4.146
C 0.445 -2.804 -3.529
C 0.284 -2.544 -2.150
N 0.852 -1.485 -1.489
C 1.506 -0.457 -2.207
C 0.927 0.205 -3.296
C 1.542 1.296 -3.883
C 2.754 1.788 -3.410
C 3.409 2.996 -4.026
C 3.334 1.135 -2.330
C 2.743 0.026 -1.731
P 3.432 -0.810 -0.262
C 4.579 -2.033 -1.075
C 5.261 -2.937 -0.050
C 3.883 -2.838 -2.173
C 4.598 0.417 0.515
C 4.685 0.115 2.014
C 5.997 0.569 -0.083
H -3.330 -4.254 2.720
H -2.378 -2.766 2.715
H -1.579 -4.329 2.927
H -2.289 -4.969 0.590
H -3.346 -3.356 -0.902
H -4.347 -3.560 0.540
H -3.354 -2.114 0.370
H 0.665 -4.235 2.131
H -0.096 -6.253 -0.052
H -0.804 -6.159 1.571
H 0.880 -6.631 1.367
H 1.879 -4.715 -0.619
H 2.671 -4.981 0.941
H 2.268 -3.338 0.417
H -1.744 -5.229 -1.505
H -2.703 -6.066 -3.733
H -1.146 -6.842 -4.003
H -1.793 -5.728 -5.205
H -0.047 -4.009 -5.213
H 1.075 -2.152 -4.118
H -0.038 -0.125 -3.656
H 1.051 1.797 -4.712
H 2.791 3.412 -4.823
H 4.385 2.750 -4.452
H 3.566 3.780 -3.280
H 4.266 1.521 -1.933
H 5.342 -1.414 -1.552
H 4.539 -3.524 0.519
H 5.859 -2.372 0.668
H 5.929 -3.636 -0.563
H 2.960 -3.298 -1.825
H 4.547 -3.636 -2.521
H 3.634 -2.208 -3.028
H 4.073 1.367 0.403
H 5.199 -0.835 2.199
H 3.699 0.052 2.474
H 5.248 0.903 2.526
H 6.614 -0.316 0.086
H 6.503 1.408 0.404
H 5.992 0.767 -1.156
C -4.514 -2.147 -3.164
C -3.872 -0.815 -2.899
C -4.482 0.383 -3.253
C -3.835 1.580 -3.018
C -2.581 1.530 -2.425
Br -1.633 3.158 -2.208
N -1.982 0.421 -2.049
C -2.629 -0.727 -2.286
H -5.133 -2.106 -4.062
H -5.151 -2.451 -2.331
H -3.758 -2.922 -3.305
H -5.456 0.378 -3.729
H -4.269 2.529 -3.296
H -2.105 -1.632 -2.003
O 0.653 1.638 6.858
C 0.396 1.293 5.737
C -0.647 1.905 4.809
O -1.343 2.861 5.055
C -0.597 1.109 3.572
C 0.385 0.129 3.662
O 0.716 -0.677 2.696
C 1.049 0.159 4.963
O 1.956 -0.544 5.354
O -1.354 1.340 2.550
O -2.966 -0.356 2.077
C -1.935 -0.081 1.640
Cl 1.851 2.320 1.493
C 0.708 1.961 0.079
H 1.214 2.349 -0.804
H -0.150 2.599 0.282
```

Values from the calculation:
* net charge: -1
* HOMO-LUMO gap: 6.819 eV
* F_max: 0.60 eV/A
* E_LUMO: 2.108 eV
* E_tot: -158677.6111 eV
* energy relative to the best compared isomer or geometry (same formula, charge and spin): 1.433 eV
* E_HOMO: -0.1732 Ha
* multiplicity: 1